No. 1
Here is a molecular structure, C31H50BrN3OP2Pb in a non-equilibrium geometry from the Open Molecules 2025 dataset. Energies are from ωB97M-V/def2-TZVPD.

Geometry as XYZ:
```
89
Properties=species:S:1:pos:R:3:forces:R:3:lowdin_charge:R:1
C -0.6197 7.2293 -4.6127 -0.2 -0.2 -0.8 0.0483
C -0.8145 5.8607 -4.8779 0.0 -0.2 0.3 -0.1777
C -1.1047 5.4593 -6.1981 0.0 0.8 0.2 0.0494
C -1.2295 6.4478 -7.1843 -0.3 -0.4 -1.2 -0.0175
N -1.0606 7.7357 -6.8988 0.4 -2.4 2.6 0.2816
C -0.7643 8.1413 -5.6682 0.1 1.3 0.3 -0.0165
C -0.7286 4.8947 -3.8179 0.1 -0.2 0.3 0.0780
C -0.6313 4.0654 -2.9334 -0.3 1.8 -2.0 0.0643
C -0.5441 3.0151 -2.0228 0.3 -0.9 0.6 -0.2411
C 0.4888 2.9944 -1.0829 0.1 -0.1 0.3 0.0033
C 0.5976 1.8972 -0.2257 0.1 0.6 -1.0 -0.1474
C -0.2284 0.7999 -0.4599 -0.9 0.7 1.6 -0.4331
C -1.3757 0.8852 -1.2481 0.6 1.0 -0.7 -0.1522
C -1.4971 1.9949 -2.0872 -0.3 -0.5 -0.1 0.0035
Pb -0.9478 -0.1592 1.5261 0.3 -1.4 0.9 1.1845
P 1.8427 -1.0909 0.6964 1.2 -0.8 -0.7 0.8891
H -1.2340 4.4017 -6.4410 0.0 0.5 -0.1 0.1474
H -0.3660 7.5668 -3.6054 -0.1 0.1 -0.5 0.1477
H -1.4704 6.1582 -8.2079 0.1 0.2 0.1 0.1565
H -0.6319 9.2072 -5.4774 -0.1 -0.2 -0.2 0.1570
H -2.3211 2.0897 -2.8020 0.2 -0.1 0.4 0.1334
H 1.1769 3.8381 -1.0431 -0.2 -0.2 0.2 0.1305
H -2.1961 0.1756 -1.1849 0.2 -0.2 -0.2 0.0800
H 1.2894 1.9613 0.6176 0.0 -0.3 -0.4 0.0946
C 2.5113 -2.7003 1.3570 -0.8 -0.2 0.7 -0.4378
C 3.3586 -3.5627 0.4343 0.5 -0.2 -0.1 -0.1266
H 1.6145 -3.2776 1.6470 0.7 0.3 0.0 -0.0244
H 3.0441 -2.4718 2.2926 -0.1 0.0 -0.3 0.0771
H 3.6142 -4.4895 0.9634 -0.1 0.2 -0.1 0.0903
H 2.8349 -3.8608 -0.4795 0.0 0.1 0.2 0.0656
H 4.3068 -3.0929 0.1530 -0.2 -0.1 0.0 0.0640
C 1.7528 -1.3265 -1.1523 -0.8 0.0 -0.1 -0.4029
C 2.7523 -0.5937 -2.0433 0.2 0.0 -0.1 -0.1178
H 0.7454 -0.9625 -1.4173 0.4 -0.4 0.0 0.0327
H 1.7482 -2.4053 -1.3678 0.1 0.4 0.2 0.0597
H 2.4845 -0.7874 -3.0913 0.1 0.0 0.2 0.0842
H 2.7212 0.4949 -1.9062 0.0 -0.2 0.0 0.0657
H 3.7814 -0.9432 -1.9020 -0.2 0.1 0.0 0.0670
C 3.2766 0.0452 0.9566 -0.4 0.6 0.4 -0.3946
C 4.6889 -0.5311 0.8514 0.3 0.1 0.0 -0.1318
H 3.1221 0.4409 1.9800 0.1 0.0 -0.4 0.0809
H 3.1589 0.8954 0.2645 0.1 -0.3 0.3 0.0598
H 5.4048 0.2797 1.0239 -0.1 -0.1 0.0 0.0856
H 4.8849 -1.2980 1.6051 -0.1 0.1 -0.1 0.0724
H 4.9136 -0.9423 -0.1366 -0.1 0.0 0.2 0.0581
Br -0.6247 -2.8668 0.8377 -0.3 0.7 0.6 0.3226
P -2.6397 -3.3257 -2.6232 -0.1 -0.3 -0.4 1.0241
C -0.8022 -3.5336 -2.5108 -0.2 0.1 0.2 -0.4537
C -0.3520 -4.9781 -2.7356 0.2 -0.1 -0.1 -0.1602
H -0.5053 -3.1985 -1.5022 0.0 0.0 -0.5 -0.0597
H -0.3476 -2.8603 -3.2514 -0.1 -0.1 0.1 0.0772
H 0.7168 -5.0122 -2.9815 -0.2 0.0 0.1 0.0696
H -0.5021 -5.5940 -1.8405 -0.1 0.1 -0.2 0.0735
H -0.9007 -5.4374 -3.5667 0.2 0.1 0.2 0.0648
C -3.2973 -3.1042 -0.9179 0.4 -0.3 0.1 -0.4917
C -4.6479 -3.7700 -0.6807 -0.2 0.0 0.1 -0.1589
H -3.3199 -2.0352 -0.6651 0.0 -0.1 0.1 0.0531
H -2.5601 -3.5902 -0.2590 -0.3 0.2 -0.3 -0.0526
H -4.7957 -3.9135 0.3974 -0.1 0.0 -0.2 0.0748
H -5.4740 -3.1546 -1.0535 0.1 -0.2 0.0 0.0722
H -4.6837 -4.7543 -1.1635 -0.1 0.3 0.1 0.0689
C -2.8537 -1.6789 -3.4126 -0.1 0.0 0.1 -0.4454
C -3.0852 -1.7731 -4.9264 0.0 0.2 0.0 -0.1648
H -1.9756 -1.0589 -3.1840 -0.2 0.0 -0.1 0.0524
H -3.7321 -1.2302 -2.9253 0.2 0.0 -0.1 0.0768
H -3.4777 -0.8207 -5.2978 0.1 -0.1 0.0 0.0655
H -2.1570 -1.9820 -5.4679 -0.1 -0.1 0.1 0.0695
H -3.8109 -2.5550 -5.1744 0.1 0.1 0.1 0.0672
C -2.2060 0.6612 5.0717 -0.6 0.0 -0.4 -0.0551
N -0.9869 0.5839 5.8341 0.4 -0.3 -0.7 -0.0878
C -0.8446 1.4073 7.0180 -0.3 0.5 0.0 -0.1528
C 0.2447 0.8822 7.9134 -0.1 -0.2 0.6 -0.1525
C 1.4938 0.5523 7.1445 0.3 0.2 0.0 -0.1557
N 1.1756 -0.2610 5.9886 0.0 0.0 -0.6 -0.0905
C 2.2884 -0.9809 5.4170 0.4 -0.3 -0.2 -0.0366
C 0.0632 -0.0498 5.2378 -0.1 -0.2 -0.7 -0.4411
O -0.0183 -0.4800 4.0422 0.0 0.4 1.0 -0.1917
H -2.0866 1.2424 4.1409 -0.1 -0.1 0.3 0.0578
H -2.9798 1.1380 5.6839 0.2 -0.1 -0.2 0.0986
H -2.5481 -0.3492 4.7989 0.1 0.3 0.1 0.1008
H -0.6332 2.4564 6.7383 -0.1 -0.3 0.0 0.1369
H -1.8130 1.4013 7.5339 0.3 0.0 0.0 0.1303
H -0.1105 -0.0129 8.4318 0.0 0.0 0.0 0.1306
H 0.4809 1.6326 8.6664 -0.1 0.0 0.1 0.1260
H 2.1844 -0.0312 7.7620 -0.1 0.2 0.0 0.1304
H 2.0205 1.4774 6.8354 -0.1 -0.3 0.0 0.1400
H 3.0521 -0.3014 5.0074 -0.1 -0.1 0.0 0.0962
H 2.7587 -1.5654 6.2179 -0.1 0.1 -0.2 0.0998
H 1.9435 -1.6554 4.6276 0.1 0.2 0.2 0.0806
```
Positions in Å, forces in eV/Å.

Computed properties:
- Net charge: +2
- HOMO energy (spin up / spin down): -11.07 / -12.03 eV
- ΔE to the lowest compared entry with this formula, charge and spin: 0.00 kcal/mol
- Lowest unoccupied orbital energy (spin up / spin down): -7.99 / -9.90 eV
- E: -133324.3599 eV
- HOMO-LUMO gap (spin up / spin down): 3.09 / 2.14 eV


No. 2
Here is a molecular structure, C31H50ClPPt in a non-equilibrium geometry from the Open Molecules 2025 dataset. Energies are from ωB97M-V/def2-TZVPD.

Geometry as XYZ:
```
84
Properties=species:S:1:pos:R:3:forces:R:3:lowdin_charge:R:1
Pt 0.4609 0.2168 1.7251 0.9 1.1 2.7 0.8146
P 0.0879 0.5598 -0.5036 -0.1 0.2 -5.2 0.9604
Cl 1.2541 2.4671 1.8115 0.4 0.9 0.0 -0.0085
C -1.9252 -0.1804 1.0655 -1.8 0.3 0.9 -0.1783
H -2.6857 -0.2529 0.3950 -2.2 2.0 -2.6 0.0094
H -1.9618 0.8110 1.6038 0.3 -1.5 0.3 0.0988
C 1.9302 0.7724 -0.9943 -0.5 0.3 0.3 -0.4370
C -0.8243 2.1815 -0.8724 0.4 -0.3 0.3 -0.4216
C 2.3852 0.8537 -2.4598 -0.1 0.0 0.1 -0.2081
H 2.1425 1.7419 -0.5110 0.1 -0.3 -0.1 0.0467
C 3.8672 1.2637 -2.5201 -0.1 0.1 0.1 -0.1861
H 2.2554 -0.1279 -2.9410 0.1 0.3 0.1 0.0989
H 1.7810 1.5798 -3.0244 0.3 -0.2 0.2 0.0927
C 4.7903 0.3869 -1.6533 -0.1 0.0 -0.2 -0.1953
H 4.1910 1.2314 -3.5696 0.1 0.1 0.2 0.1108
H 3.9449 2.3086 -2.1856 0.0 -0.2 -0.1 0.1163
C 4.2363 0.1047 -0.2501 0.0 0.1 0.0 -0.1907
H 4.9618 -0.5667 -2.1673 0.0 0.0 0.0 0.1103
H 5.7647 0.8826 -1.5704 -0.1 -0.2 0.0 0.1079
C 2.7586 -0.3037 -0.2737 0.3 0.2 -0.1 -0.2344
H 4.8277 -0.6823 0.2369 0.0 0.2 -0.1 0.1123
H 4.3316 1.0094 0.3672 -0.1 -0.1 -0.1 0.1178
H 2.6392 -1.2721 -0.7844 0.0 0.2 0.2 0.1167
H 2.4341 -0.4431 0.7801 0.1 0.0 -0.3 0.0588
C -0.6037 -0.5388 -1.9339 0.0 0.3 0.5 -0.3583
C -2.3028 2.0084 -1.2419 -0.2 -0.1 0.1 -0.2150
H -0.7635 2.6549 0.1187 -0.2 0.1 -0.2 0.0517
C -3.0230 3.3486 -1.1124 0.1 0.0 0.0 -0.1902
H -2.4071 1.6519 -2.2719 -0.1 0.2 0.2 0.0988
H -2.7763 1.2527 -0.6117 0.0 0.4 -0.2 0.0773
C -2.3755 4.4224 -1.9962 0.0 0.1 -0.1 -0.1967
H -4.0798 3.2164 -1.3829 0.2 0.1 0.1 0.1126
H -2.9928 3.6643 -0.0616 0.0 0.0 -0.1 0.1161
C -0.8413 4.4895 -1.8899 0.0 0.0 0.2 -0.1835
H -2.6573 4.2403 -3.0401 0.0 -0.1 0.0 0.1102
H -2.7883 5.4018 -1.7268 0.0 -0.1 -0.2 0.1069
C -0.1479 3.1182 -1.8791 0.1 0.1 -0.1 -0.2037
H -0.4394 5.0790 -2.7262 -0.1 0.0 0.2 0.1111
H -0.5697 5.0139 -0.9630 0.0 -0.1 -0.1 0.1165
H -0.1897 2.6833 -2.8890 0.0 0.1 0.3 0.0989
H 0.9142 3.2499 -1.6296 -0.2 0.0 -0.1 0.1053
C 0.1363 -1.8709 -2.0961 0.1 -0.2 0.0 -0.2111
H -1.6262 -0.7357 -1.5681 0.1 -0.1 -0.2 0.0989
C -0.6079 -2.8156 -3.0549 0.1 0.2 0.0 -0.1852
H 1.1467 -1.6734 -2.4843 -0.3 -0.1 0.0 0.0969
H 0.2746 -2.3781 -1.1334 0.0 0.1 -0.4 0.0842
C -0.8905 -2.1810 -4.4257 0.0 0.0 0.0 -0.2005
H -0.0065 -3.7254 -3.1892 -0.2 0.1 0.0 0.1114
H -1.5567 -3.1136 -2.5868 0.1 0.0 0.0 0.1120
C -1.4469 -0.7545 -4.3399 0.0 -0.1 0.2 -0.1868
H 0.0290 -2.1786 -5.0241 0.0 0.1 0.1 0.1113
H -1.6094 -2.8044 -4.9684 0.2 0.0 0.0 0.1056
C -0.6972 0.1206 -3.3274 0.2 0.2 -0.1 -0.2081
H -1.3906 -0.2696 -5.3259 -0.1 -0.2 0.2 0.1130
H -2.5096 -0.7861 -4.0570 0.1 0.0 0.0 0.1153
H 0.3200 0.3179 -3.6953 -0.3 -0.2 0.0 0.0963
H -1.1986 1.0930 -3.2898 0.3 -0.5 -0.1 0.0683
C -0.3075 -1.7413 1.4658 -1.5 -3.8 -1.2 -0.3434
C -1.9558 -1.6551 1.2300 3.7 -2.7 0.5 -0.3144
H 0.0848 -2.0450 0.4753 -0.3 0.5 0.7 0.0236
C -2.8117 -2.4321 2.2973 0.4 -0.3 0.2 -0.1451
H -2.2239 -2.1814 0.1869 0.6 1.5 2.0 0.1561
C -2.0417 -2.8296 3.5823 0.1 0.4 0.2 -0.2026
H -3.6476 -1.7749 2.5441 -0.2 -0.2 0.2 0.1004
H -3.2431 -3.3953 1.9184 0.4 1.0 -0.3 0.1164
C -0.7194 -3.5780 3.3513 0.2 0.2 -0.2 -0.1845
H -1.8998 -1.9254 4.1890 0.3 -0.2 -0.1 0.0895
H -2.6468 -3.4965 4.1957 -0.4 0.1 0.0 0.1011
C 0.2598 -2.8229 2.4170 0.1 -0.3 -0.2 -0.2188
H -0.1902 -3.7721 4.3009 -0.4 0.2 -0.2 0.1076
H -0.9235 -4.5947 2.9423 -0.1 0.7 0.0 0.1104
H 1.1060 -2.4143 2.9802 -0.3 0.0 0.2 0.0643
H 0.7377 -3.5797 1.7844 0.0 0.0 0.0 0.0972
C 0.5398 -0.1913 6.6625 1.6 -0.4 -0.9 -0.0900
C 1.7296 -0.6108 5.9813 -1.9 0.8 -2.1 -0.0521
C 1.7422 -0.5237 4.5431 -0.8 0.3 1.6 -0.1163
C 0.6239 -0.0331 3.8586 -0.1 -0.7 1.4 -0.3061
C -0.5372 0.3010 4.5387 -0.2 0.5 0.7 -0.1508
C -0.5673 0.2726 5.9475 0.1 -0.2 0.1 -0.0935
H 0.5816 -0.2182 7.7451 -0.4 0.0 0.0 0.0922
H 2.6010 -0.9965 6.4713 0.2 0.0 0.4 0.0848
H 2.6155 -0.7750 3.9719 0.5 -0.2 0.0 0.0839
H -1.4184 0.6828 4.0050 0.3 -0.3 0.2 0.0923
H -1.4580 0.5872 6.5138 0.4 -0.1 -0.5 0.1062
```
Positions in Å, forces in eV/Å.

Computed properties:
- HOMO energy (spin up / spin down): -4.22 / -8.61 eV
- ΔE to the lowest compared entry with this formula, charge and spin: 71.00 kcal/mol
- Lowest unoccupied orbital energy (spin up / spin down): 0.63 / -2.79 eV
- E: -58007.5716 eV
- Spin multiplicity: 5
- HOMO-LUMO gap (spin up / spin down): 4.85 / 5.82 eV


No. 3
Here is a molecular structure, C31H51AlBCaF12MgN3NaO16P2 in a non-equilibrium geometry from the Open Molecules 2025 dataset. Energies are from ωB97M-V/def2-TZVPD.

Geometry as XYZ:
```
120
Properties=species:S:1:pos:R:3:forces:R:3:lowdin_charge:R:1
C 2.0223 2.1585 3.5792 1.2 0.9 0.2 0.0925
C 1.7001 1.4410 2.4844 -0.7 -0.4 -0.9 -0.1068
C 0.3497 1.5326 1.7321 2.1 1.1 0.3 -0.1043
C 0.5507 2.3365 0.3855 -0.4 1.8 0.3 -0.3403
C -0.6867 3.2886 0.0530 -0.1 0.5 0.1 -0.1086
O -0.3690 4.6371 0.3423 -0.2 -0.8 0.1 -0.1650
C -1.5333 5.4607 0.2601 -0.7 0.8 0.2 -0.0575
O 1.5796 3.3053 0.8028 1.0 -1.6 -0.9 0.0334
C 2.4069 3.5883 -0.1949 -3.9 -1.3 4.9 -0.2908
N 2.8920 4.2014 -0.9830 3.4 2.5 -4.3 0.2479
O 1.1179 1.6969 -0.7091 -0.8 -0.7 0.5 0.0142
C 0.6608 0.4428 -1.2322 1.5 -0.3 -1.2 -0.3187
C -0.8512 0.3296 -1.4702 0.1 0.2 0.5 -0.1379
C -1.8665 0.0659 -0.3470 -0.3 -0.2 0.4 -0.0881
N 1.3160 -0.6179 -0.4469 -1.3 -0.2 0.7 0.0696
C 0.6608 -1.8645 -0.2626 1.4 -0.5 0.1 -0.2250
C 1.5926 -3.0580 0.0663 -0.5 -0.5 0.5 -0.1300
C 1.8882 -3.1050 1.6152 -0.9 -0.7 -0.1 -0.1566
C 1.4334 0.3897 -2.6435 0.0 0.9 -0.6 -0.1877
C 0.5645 0.8866 -3.8318 0.7 0.2 -1.8 -0.1015
C 0.2349 -0.0846 -5.0220 -0.8 0.0 0.7 -0.1593
C -0.8348 -1.1897 -4.7706 -0.4 -0.6 -1.1 -0.1902
C -2.3217 -0.7378 -4.9563 0.9 0.7 -0.1 -0.1327
C -2.7469 0.1875 -3.8100 -1.5 -0.1 -1.1 -0.2406
O -4.1408 0.4847 -3.9078 0.3 -0.4 1.1 -0.1246
C -4.5451 0.8889 -2.6015 -1.4 1.4 -0.4 -0.2413
C -3.8874 2.2326 -2.1405 0.5 -0.7 -0.1 -0.0332
O 1.9921 -0.8935 -2.9164 -0.5 0.6 0.4 -0.0320
C 3.3743 -0.9235 -3.2007 1.3 -1.5 -1.3 -0.5098
O 3.5856 -2.2657 -3.6426 -0.3 0.3 0.5 0.0122
C 4.3354 -0.8581 -1.9709 -0.2 -0.7 0.6 -0.1638
N 4.1989 0.3035 -1.0898 0.0 0.0 0.0 0.0466
C 3.8340 -0.0507 -4.4383 -0.6 1.4 0.6 -0.0814
P 4.9552 1.3646 -4.0858 1.7 0.8 -1.8 0.4738
O 6.2971 0.9625 -3.6553 -0.2 -0.5 1.0 -0.2602
O 4.2839 2.4996 -3.1396 -0.1 -1.0 -0.8 -0.1578
O 5.1593 2.0944 -5.5444 -1.3 -0.1 1.4 -0.1249
H 1.5829 3.1290 3.8446 -0.2 -0.7 0.1 0.1185
H 2.8201 1.7965 4.2392 0.1 0.2 -0.1 0.0807
H 2.4581 0.7355 2.0982 -0.6 0.1 0.3 0.1103
H 0.0393 0.4725 1.6069 0.3 1.8 -0.6 -0.1047
H -0.3294 2.0905 2.3978 -0.1 -0.4 -0.5 0.1473
H -1.5414 3.0484 0.7284 0.2 -0.4 -0.7 0.1177
H -0.9591 3.2550 -1.0181 0.0 -0.6 0.4 0.1455
H -1.4590 6.2209 1.0579 0.1 -0.3 -0.5 0.1030
H -2.4843 4.9156 0.4334 0.5 0.0 -0.1 0.0884
H -1.6354 5.9724 -0.7137 0.2 -0.4 0.3 0.1111
H -1.1675 1.2802 -1.9367 0.2 -0.6 0.3 0.1004
H -1.0154 -0.4265 -2.2553 0.4 0.3 0.5 0.0964
H -2.8677 -0.0009 -0.8241 0.6 -0.1 0.5 0.0725
H -1.9765 0.8369 0.4381 0.2 0.0 -0.5 0.0697
H -1.7735 -0.9210 0.1821 0.0 0.2 -0.6 0.0136
H 1.8658 -0.2711 0.3264 0.1 0.0 -0.2 0.1015
H 0.0298 -1.8163 0.7262 0.4 -1.4 -2.2 -0.1016
H 0.0548 -2.1874 -1.1235 -0.1 0.6 0.5 0.1639
H 2.4691 -3.1250 -0.6005 -0.4 0.4 0.1 0.1189
H 0.9909 -3.9619 -0.1472 0.6 0.3 0.1 0.1472
H 1.7737 -2.1006 2.0807 0.5 -0.2 -0.1 -0.0057
H 2.8392 -3.6116 1.9160 -3.9 0.0 1.1 -0.0058
H 1.0767 -3.7141 2.0588 0.6 0.2 0.1 0.1204
H 2.2997 1.0727 -2.5589 -0.7 0.0 0.4 0.1259
H -0.3821 1.3790 -3.5825 0.6 -0.1 0.2 0.0853
H 1.1509 1.6776 -4.3496 -0.3 -0.2 0.6 0.1257
H -0.1650 0.5922 -5.8050 0.2 -0.5 0.3 0.1274
H 1.1123 -0.5763 -5.4675 -0.1 0.3 0.4 0.0966
H -0.6696 -1.9359 -5.5773 0.0 0.3 0.5 0.1168
H -0.7061 -1.7778 -3.8368 0.1 0.5 -0.3 0.1014
H -3.0102 -1.5824 -5.1344 0.3 0.3 0.6 0.1274
H -2.3538 -0.1582 -5.9015 -0.1 -0.2 0.5 0.1268
H -2.6435 -0.2812 -2.8117 0.3 0.1 -0.8 0.0868
H -2.2671 1.1864 -3.8788 0.4 -0.8 0.3 0.1140
H -4.4026 0.0716 -1.8578 0.0 0.2 -0.4 0.1004
H -5.6335 1.0724 -2.6542 0.5 -0.3 -0.1 0.1339
H -3.3292 2.6858 -2.9821 -0.5 -0.1 0.3 0.0943
H -4.6306 2.9691 -1.7913 0.4 -0.3 0.1 0.0749
H -3.1185 1.9813 -1.3729 -0.6 0.7 -0.2 0.0307
H 3.0473 -2.3945 -4.4379 0.1 -0.1 0.2 0.1168
H 4.0853 -1.7598 -1.3619 -0.1 0.3 -0.6 0.0967
H 5.3759 -1.0351 -2.3024 -0.6 0.3 -0.2 0.1353
H 4.9878 0.9392 -1.1545 -0.1 -0.2 0.0 0.0778
H 4.1126 0.0137 -0.1234 0.2 0.1 -0.1 0.0462
H 4.3950 -0.6857 -5.1466 0.0 0.4 0.5 0.1302
H 2.9963 0.3728 -5.0211 0.1 -0.3 0.4 0.0904
H 4.9863 2.8551 -2.5696 -0.2 0.2 -0.1 0.0883
H 4.7141 2.9579 -5.5168 0.2 -0.1 -0.4 0.0819
Na 4.1475 -3.3367 1.2208 3.9 -0.6 -2.4 0.5215
F 4.2558 3.1938 3.2955 -1.1 -0.9 0.0 -0.2922
Mg 3.6377 -1.9698 4.0934 -0.3 0.1 1.6 1.0715
F 3.8555 -7.9151 2.3087 0.1 -0.7 0.9 -0.2064
P 4.1371 -8.1115 0.7093 0.2 -2.1 -0.4 0.3135
F 3.3067 -7.8358 -0.6746 0.3 1.1 -0.8 -0.2061
F 5.1616 -9.3016 1.1346 -0.4 -0.7 0.7 -0.1803
F 4.0383 -6.4650 0.9123 -0.2 2.8 -0.8 -0.2689
F 2.9721 -9.2505 0.7475 -0.3 -0.5 1.1 -0.1871
F 5.4697 -7.7690 -0.1717 0.2 1.3 -0.5 -0.1978
C 0.4001 -2.9076 7.0268 1.1 -0.6 0.2 -0.7448
O -0.8452 -2.8118 6.9338 0.7 0.2 -0.3 -0.0019
O 0.8229 -3.9867 7.7394 -0.8 0.6 -0.5 0.1184
O 1.2721 -2.1472 6.5511 0.1 0.4 -0.9 -0.0269
H -0.0687 -4.3242 7.9386 0.5 -0.8 0.6 0.1250
Al -0.6967 -1.0815 2.0035 -2.0 -0.7 2.3 1.0568
C -4.7992 0.5735 6.2919 -0.2 -0.6 -2.2 0.1386
C -4.1945 0.4413 7.5760 0.5 -0.6 0.8 -0.3480
C -3.1569 -0.6716 7.6699 0.1 0.0 -0.3 -0.2620
O -2.4915 -0.8913 8.6433 -0.1 0.2 0.2 0.2438
C -2.9671 -1.5330 6.4882 0.2 -0.6 0.8 0.3025
C -3.5911 -1.3939 5.2132 -1.6 1.1 -1.5 -0.2998
C -4.5377 -0.2238 5.1063 0.2 0.6 2.8 -0.3331
O -5.1093 0.0888 4.0529 2.8 -4.4 -0.6 -0.2980
O -3.4279 -2.1104 4.2429 0.7 -0.1 0.4 0.1334
O -4.4197 1.1088 8.5462 -0.3 0.4 0.1 0.1964
H -5.5472 1.3607 6.1440 0.0 -0.3 0.5 0.1099
H -2.2580 -2.3512 6.6514 -0.4 -0.1 0.0 0.0678
B -6.5199 5.3522 -0.7428 -0.4 0.5 -0.5 -1.2211
F -5.1637 5.5862 -1.1050 0.0 -0.3 0.2 0.0498
F -7.3650 6.1337 -1.5425 0.3 -0.3 0.3 0.0999
F -6.8135 3.9697 -0.9400 0.3 0.0 0.2 0.0426
F -6.7040 5.6797 0.6200 0.2 -0.3 0.1 0.0592
F -7.3359 0.3547 4.6703 1.0 2.0 -0.5 -0.5987
Ca -5.6055 1.8439 3.6596 -4.2 3.1 -0.6 1.6612
```
Positions in Å, forces in eV/Å.

Computed properties:
- Net charge: +1
- HOMO energy: -12.22 eV
- Lowest unoccupied orbital energy: -10.41 eV
- E: -156944.5145 eV
- HOMO-LUMO gap: 1.81 eV